No. 1
15
Properties=species:S:1:pos:R:3:nbo_charge:R:1 method="wB97M-V/def2-TZVPD" charge=0 s_squared=0.750 spin_multiplicity=2 e_lumo_ev="0.720 / 0.448" homo_energy_ev="-3.11 / -11.04" de_lowest_kj_mol=153.2
C 0.11492 -0.02634 -1.34115 -0.093
O 0.92778 -1.17671 -1.14029 -0.754
C -1.18502 -0.18009 -0.56313 -0.368
N -0.89571 -0.25694 0.89268 -1.031
H -0.13916 0.11382 -2.39709 0.174
H 0.73978 0.80900 -1.03736 0.202
H 0.98872 -1.76535 -1.89733 0.482
H -1.88110 0.60819 -0.85840 0.225
H -1.80139 -1.04395 -0.81477 0.221
H -0.58738 0.56059 1.43998 0.412
H -0.15814 -0.97864 1.04939 0.393
H -1.82026 -0.58262 1.34193 0.185
H 2.39548 0.73719 1.62043 0.472
H 1.74568 1.95906 2.16436 0.469
O 1.55580 1.22279 1.54075 -0.990

***

No. 2
8
Properties=species:S:1:pos:R:3:nbo_charge:R:1 method="wB97M-V/def2-TZVPD" charge=0 e_lumo_ev=-0.414 homo_energy_ev=-8.71 de_lowest_kj_mol=246.0 smiles="S=C[C@H]1C=N1"
S -2.86021 -0.53493 0.01847 0.050
C -1.39608 -0.43157 -0.67455 -0.319
C -0.37463 0.59550 0.17184 -0.174
C 1.01840 0.25198 0.21458 0.068
N 0.74240 1.05180 -0.69720 -0.283
H -1.28112 -0.88839 -1.70095 0.229
H -0.78752 1.20544 0.96092 0.214
H 1.80123 -0.30605 0.63414 0.214

***

No. 3
65
Properties=species:S:1:pos:R:3:nbo_charge:R:1 method="wB97M-V/def2-TZVPD" charge=-1 s_squared=0.759 spin_multiplicity=2 e_lumo_ev="1.856 / 1.854" homo_energy_ev="-2.61 / -2.31"
Ru 0.84346 0.19109 -0.14039 0.491
C -1.29714 -4.94301 1.15051 -0.398
N -0.24934 -3.98491 0.95671 -0.350
C 1.01786 -4.24111 0.51101 -0.105
C 1.63506 -3.03011 0.37171 -0.052
N 0.77696 -2.04501 0.72441 -0.455
C -0.37064 -2.62651 1.04851 0.092
P -1.70484 -1.82451 2.04301 0.712
C -0.65294 -0.54071 2.74181 0.041
N -0.14574 0.51149 2.09941 -0.443
C 0.38896 1.31399 3.05141 -0.049
C 0.20926 0.75939 4.28641 -0.084
N -0.46624 -0.41271 4.09021 -0.341
C -0.86534 -1.36481 5.07861 -0.400
C -2.39064 -0.84251 0.66961 0.060
N -1.68124 -0.22271 -0.26889 -0.432
C -2.54854 0.57569 -0.93589 -0.066
C -3.79934 0.45589 -0.40059 -0.093
N -3.69554 -0.43701 0.62561 -0.348
C -4.73654 -0.88331 1.49961 -0.399
H -1.05544 -5.85401 0.60421 0.214
H -1.42324 -5.18711 2.20951 0.202
H -2.23874 -4.54021 0.77601 0.213
H 1.37106 -5.23981 0.35011 0.209
H 2.63456 -2.79051 0.06321 0.264
H 0.84726 2.25199 2.80571 0.235
H 0.50586 1.08349 5.26431 0.214
H -0.47624 -1.06291 6.04981 0.218
H -1.95834 -1.42661 5.13271 0.202
H -0.47764 -2.35521 4.82311 0.210
H -2.22704 1.18099 -1.75889 0.225
H -4.73144 0.91939 -0.65639 0.209
H -5.69504 -0.53161 1.12231 0.213
H -4.74324 -1.97471 1.54851 0.209
H -4.57754 -0.49881 2.51181 0.206
C 0.08366 -1.71411 -2.62999 -0.656
C 0.12346 -0.33511 -3.20919 0.245
C 0.07026 -0.13671 -4.58269 -0.260
C 0.19436 1.14199 -5.09409 -0.153
C 0.40536 2.22229 -4.21399 -0.112
C 0.63336 3.53569 -4.66139 -0.202
C 0.88156 4.55019 -3.76219 -0.200
C 0.86336 4.29179 -2.39879 -0.201
C 0.60466 3.01799 -1.92419 -0.165
S 0.49996 2.79409 -0.14669 0.584
C 0.40296 1.94219 -2.81129 0.240
N 0.23726 0.67879 -2.34989 -0.457
H -0.18894 -2.45081 -3.38419 0.192
H -0.62764 -1.75241 -1.80299 0.247
H 1.07566 -1.95631 -2.23669 0.250
H -0.06164 -0.98521 -5.24049 0.205
H 0.15866 1.31279 -6.16069 0.202
H 0.63806 3.73369 -5.72509 0.199
H 1.08476 5.55019 -4.12029 0.204
H 1.07466 5.07479 -1.68879 0.235
N 1.89096 3.47559 0.40801 -0.812
C 2.81616 2.81089 1.03901 0.704
N 3.77256 3.45099 1.63831 -0.647
C 4.66376 2.90189 2.39481 0.458
N 5.45366 2.58299 3.17651 -0.540
O 2.77696 1.41319 1.12781 -0.754
S 3.51716 0.74669 -0.18779 2.579
O 4.89026 1.14179 -0.18399 -0.964
O 2.75966 1.24869 -1.32789 -1.016
O 3.28256 -0.67171 0.01021 -1.030

***

No. 4
11
Properties=species:S:1:pos:R:3:nbo_charge:R:1 method="wB97M-V/def2-TZVPD" charge=+3 s_squared=8.806 spin_multiplicity=6 e_lumo_ev="-16.484 / -17.417" homo_energy_ev="-25.31 / -25.33" de_lowest_kj_mol=505.5
O -2.71398 1.45738 0.32492 -0.336
C -1.72687 0.89623 0.88982 0.632
C -0.60844 0.74609 0.34291 0.073
C 0.72254 0.20013 0.38313 -0.028
C 0.98914 -1.24077 0.34731 -0.022
H 1.50528 0.84201 0.79111 0.345
H 1.91142 -1.62523 0.78156 0.314
H 0.14511 -1.92897 0.28856 0.262
H -2.11531 1.60818 -0.67291 0.606
Fe 0.68335 -0.48999 -2.62502 1.821
O 1.20775 -0.46507 -0.85139 -0.668

***

No. 5
59
Properties=species:S:1:pos:R:3:nbo_charge:R:1 method="wB97M-V/def2-TZVPD" charge=-1 s_squared=6.010 spin_multiplicity=5 e_lumo_ev="0.444 / 0.428" homo_energy_ev="-5.88 / -5.89" de_lowest_kj_mol=0.0
Fe -0.38323 0.56190 1.31335 1.534
Te -2.25444 1.14415 5.58457 0.215
Te -1.65758 -1.40319 4.97316 0.066
Te 0.91496 -1.02500 5.66313 0.021
Te 1.15805 0.95077 3.85495 0.256
F -1.60219 -0.21821 -0.41940 -0.607
P -2.95043 -0.89949 0.29248 2.605
F -2.28398 -2.33720 0.08243 -0.575
F -4.15137 -1.54694 1.11765 -0.574
F -3.69740 -0.97273 -1.09729 -0.562
F -3.50955 0.57128 0.57958 -0.572
F -2.06029 -0.76189 1.74153 -0.634
O 2.79404 -1.29480 -4.56517 -0.728
C 1.97865 -0.16481 -4.72660 0.092
N 1.77135 0.57911 -3.50628 -0.625
C 2.62737 1.54359 -3.08541 0.669
O 3.60406 1.91965 -3.70837 -0.618
C 2.29242 2.12379 -1.74046 -0.159
C 2.62947 3.43091 -1.43664 -0.098
C 2.28660 3.93690 -0.19188 -0.263
C 1.62601 3.11284 0.70186 0.066
N 1.33136 1.84140 0.43018 -0.536
C 1.66207 1.36232 -0.76877 0.068
H 2.39003 -1.89694 -3.92341 0.495
H 0.99016 -0.43364 -5.10872 0.159
H 2.48894 0.47682 -5.44207 0.187
H 0.87771 0.50917 -3.04341 0.417
H 3.14593 4.02806 -2.17691 0.235
H 2.51237 4.95782 0.08293 0.220
H 1.30435 3.48897 1.66739 0.195
H 1.44603 0.31705 -0.94731 0.244
O -0.57798 3.30162 4.48199 -0.577
C -0.55329 2.12446 4.61266 0.125
O 3.32104 -3.73430 -1.43340 -0.931
S 1.97161 -3.24848 -1.50146 2.306
O 1.36643 -3.14545 -2.80542 -0.960
N 1.81822 -1.83071 -0.70781 -0.824
C 1.06932 -1.95642 0.35578 0.635
O 0.80862 -1.00158 1.15299 -0.845
C 0.54132 -3.33544 0.60130 -0.057
C -0.25267 -3.78282 1.63871 -0.170
C -0.62071 -5.12160 1.64308 -0.206
C -0.20337 -5.98142 0.62997 -0.200
C 0.59426 -5.52609 -0.41412 -0.179
C 0.94857 -4.19378 -0.39842 -0.313
H -0.59177 -3.09028 2.39823 0.224
H -1.25234 -5.50315 2.43520 0.211
H -0.51042 -7.01928 0.65273 0.212
H 0.92041 -6.18689 -1.20586 0.228
N -2.93659 3.49613 2.22144 -0.801
C -2.21930 3.07678 1.15025 0.701
O -1.22409 2.30200 1.35234 -0.869
C -2.55040 3.51339 -0.13988 -0.549
C -3.60483 4.43608 -0.32381 0.319
N -4.44017 5.22631 -0.43538 -0.406
C -1.81774 3.00983 -1.24150 0.335
N -1.19772 2.60401 -2.12555 -0.408
H -3.59988 4.24210 2.09003 0.406
H -2.48798 3.42335 3.11884 0.398